Computed, not measured: C3H6O in the gas phase at a distorted geometry, with ωB97M-V/def2-TZVPD.

ORCA input file:
```
! RIJCOSX wB97M-V def2-TZVPD def2/J DEFGRID3
* xyz 0 1
C 0.437 -0.188 0.518
C -0.566 0.734 -0.118
C -0.856 -0.722 -0.222
H 2.011 0.608 -0.134
H 0.631 -0.388 1.623
H -0.061 1.129 -1.014
H -1.129 1.535 0.424
H -1.514 -1.281 0.430
H -0.574 -1.192 -1.237
O 1.622 -0.234 -0.270
*
```

## Properties
energy relative to the best compared isomer or geometry (same formula, charge and spin) = 166.9 kJ/mol
HOMO-LUMO gap = 11.00 eV

Computed, not measured: a molecular structure, C2H3N3OS at a distorted geometry, with ωB97M-V/def2-TZVPD.

ORCA input file:
```
! RIJCOSX wB97M-V def2-TZVPD def2/J DEFGRID3
* xyz 0 1
C -0.806 -0.353 -0.113
C 0.264 0.613 -0.120
H -3.068 -1.134 0.078
H 2.263 0.091 -0.387
H 1.375 2.261 0.723
N -0.324 -1.590 0.099
N 1.095 -1.577 -0.083
N 1.345 -0.282 -0.069
O 0.391 1.918 -0.062
S -2.535 0.053 -0.067
*
```

## Properties
energy relative to the best compared isomer or geometry (same formula, charge and spin) = 326.1 kJ/mol
HOMO-LUMO gap = 7.36 eV

Computed, not measured: 8 unconnected molecules or ions with the total composition C20H42Br14O3 at a distorted geometry, with ωB97M-V/def2-TZVPD.

ORCA input file:
```
! RIJCOSX wB97M-V def2-TZVPD def2/J DEFGRID3
* xyz 0 1
Br -4.368 -1.926 4.398
C -3.776 -1.865 2.558
C -2.302 -1.502 2.476
Br -1.287 -3.160 2.869
H -4.373 -1.120 2.027
H -3.978 -2.822 2.096
H -2.025 -0.724 3.187
H -2.185 -1.271 1.440
Br 1.293 4.768 2.562
C 3.125 4.445 1.886
C 3.465 5.452 0.807
Br 3.424 7.276 1.505
H 3.212 3.424 1.544
H 3.828 4.634 2.729
H 2.795 5.448 -0.004
H 4.479 5.279 0.481
Br -2.646 -0.034 -4.485
C -1.310 1.110 -5.264
C -1.931 2.429 -5.640
Br -0.577 3.697 -6.220
H -0.947 0.584 -6.120
H -0.473 1.259 -4.572
H -2.509 2.766 -4.748
H -2.587 2.319 -6.510
Br 4.852 -1.027 0.659
C 4.962 -1.346 -1.289
C 5.218 -0.091 -2.002
Br 4.166 -0.217 -3.670
H 3.967 -1.750 -1.433
H 5.684 -2.169 -1.418
H 6.271 0.048 -2.272
H 4.807 0.800 -1.531
Br 4.660 -4.330 4.103
C 3.280 -3.291 3.286
C 2.602 -4.086 2.190
Br 1.501 -5.499 2.949
H 3.680 -2.383 2.863
H 2.508 -2.979 4.033
H 3.342 -4.607 1.565
H 1.905 -3.452 1.682
Br 1.333 0.244 2.772
C 0.840 0.119 0.907
C 1.128 1.446 0.220
Br 0.689 1.176 -1.732
H -0.192 -0.193 0.795
H 1.507 -0.636 0.470
H 2.194 1.698 0.303
H 0.582 2.305 0.524
Br -1.149 -3.637 -3.627
C -0.034 -2.073 -3.242
C 1.339 -2.662 -2.953
Br 1.604 -3.639 -1.242
H -0.430 -1.516 -2.420
H 0.075 -1.514 -4.157
H 2.031 -1.824 -2.967
H 1.606 -3.309 -3.811
C -2.703 -3.022 -0.467
O -2.325 -1.732 -0.863
C -3.442 -0.943 -0.960
C -2.958 0.506 -0.944
O -2.469 0.788 0.339
C -2.584 2.133 0.795
C -2.139 2.295 2.226
O -3.023 1.563 3.040
C -2.959 2.078 4.328
H -1.781 -3.640 -0.429
H -3.408 -3.460 -1.202
H -3.197 -3.055 0.467
H -4.034 -1.026 -0.007
H -4.101 -1.268 -1.812
H -3.736 1.133 -1.342
H -2.127 0.637 -1.681
H -3.648 2.426 0.873
H -2.098 2.818 0.126
H -2.103 3.313 2.607
H -1.148 1.830 2.234
H -3.545 2.988 4.394
H -1.956 2.274 4.731
H -3.389 1.294 4.993
*
```

## Properties
HOMO-LUMO gap = 9.60 eV

Computed, not measured: a molecular structure, C13H26Cl2NO4P2Sm at a distorted geometry, with ωB97M-V/def2-TZVPD.

ORCA input file:
```
! RIJCOSX wB97M-V def2-TZVPD def2/J DEFGRID3
* xyz 0 6
C 0.768 0.688 -3.827
C 0.847 0.560 -2.441
N 0.080 -0.324 -1.746
C -0.790 -1.097 -2.447
C -0.916 -1.015 -3.830
C -0.123 -0.113 -4.532
C 1.823 1.476 -1.717
P 2.438 0.810 -0.092
Sm 0.117 -0.364 0.877
P -2.140 -1.701 -0.002
C -1.675 -2.135 -1.743
O 0.701 3.959 -0.815
O -0.204 3.249 1.683
H 1.437 1.392 -4.324
H -1.664 -1.639 -4.324
H -0.199 -0.036 -5.605
C 3.810 -0.337 -0.400
C 2.987 2.152 0.994
H -2.621 -2.268 -2.294
H -1.196 -3.135 -1.727
H 1.373 2.495 -1.524
H 2.713 1.648 -2.343
C -2.364 -3.193 1.003
C -3.654 -0.705 0.000
H -0.699 2.492 1.231
H -0.102 2.917 2.594
H 0.402 3.873 0.127
H -0.017 4.395 -1.301
H 0.869 -2.010 0.437
H -0.936 1.144 0.558
H 4.732 0.139 -0.754
H 4.007 -0.813 0.575
H 3.499 -1.118 -1.110
H 3.851 2.695 0.594
H 2.146 2.838 1.182
H 3.262 1.667 1.945
H -4.555 -1.251 -0.306
H -3.763 -0.361 1.042
H -3.499 0.178 -0.641
H -3.250 -3.767 0.700
H -1.454 -3.809 0.925
H -2.466 -2.846 2.046
Cl 0.028 -2.834 4.677
C -0.511 -1.178 5.061
Cl 0.658 -0.180 5.933
C -0.775 -0.549 3.685
O -1.920 -0.491 3.182
O 0.343 -0.204 3.115
H -1.401 -1.293 5.679
*
```

## Properties
<S²> = 8.763
HOMO-LUMO gap (spin up / spin down) = 7.46 / 7.47 eV

Computed, not measured: a molecular structure, C28H25ClFeNP at a distorted geometry, with ωB97M-V/def2-TZVPD.

ORCA input file:
```
! RIJCOSX wB97M-V def2-TZVPD def2/J DEFGRID3
* xyz -1 6
C 0.023 1.459 3.333
C -0.309 2.852 3.152
C 0.771 3.452 2.433
H -1.198 3.328 3.507
C 1.738 2.458 2.146
C 1.294 1.219 2.705
H 1.810 0.281 2.680
H -0.575 0.734 3.856
H 0.837 4.514 2.179
H 2.668 2.606 1.604
Fe -1.890 2.018 0.110
Cl -3.233 1.264 1.786
C -2.873 3.020 -1.308
C -1.461 3.044 -1.394
C -0.982 3.804 -0.276
H -0.848 2.742 -2.260
C -2.108 4.166 0.467
C -3.247 3.717 -0.165
H -4.310 3.912 0.162
H -3.554 2.628 -2.110
H 0.050 4.145 -0.130
H -2.068 4.795 1.427
N -0.592 0.749 -0.273
P 0.074 -0.690 -0.541
C 1.746 -0.530 -1.157
C 2.438 0.686 -1.000
C 3.794 0.745 -1.341
C 4.444 -0.378 -1.866
C 3.736 -1.571 -2.078
C 2.384 -1.643 -1.732
C 0.154 -1.659 0.981
C 1.230 -2.538 1.215
C 1.200 -3.387 2.324
C 0.125 -3.353 3.213
C -0.925 -2.443 3.009
C -0.893 -1.590 1.904
C -0.861 -1.633 -1.752
C -0.475 -1.646 -3.100
C -1.103 -2.529 -3.989
C -2.143 -3.347 -3.538
C -2.598 -3.253 -2.221
C -1.978 -2.369 -1.329
H 1.910 1.559 -0.616
H 4.344 1.680 -1.189
H 5.505 -0.332 -2.116
H 4.229 -2.444 -2.504
H 1.828 -2.567 -1.902
H 2.076 -2.559 0.535
H 2.027 -4.082 2.490
H 0.094 -4.029 4.072
H -1.767 -2.395 3.704
H -1.696 -0.848 1.778
H 0.322 -0.996 -3.454
H -0.770 -2.577 -5.021
H -2.612 -4.058 -4.225
H -3.432 -3.863 -1.877
H -2.348 -2.268 -0.312
*
```

## Properties
energy relative to the best compared isomer or geometry (same formula, charge and spin) = 121.2 kJ/mol
<S²> = 8.779
HOMO-LUMO gap (spin up / spin down) = 5.20 / 4.78 eV

Computed, not measured: a molecular structure, C20H33BaF6NO4S2Si at a distorted geometry, with ωB97M-V/def2-TZVPD.

ORCA input file:
```
! RIJCOSX wB97M-V def2-TZVPD def2/J DEFGRID3
* xyz 0 1
Ba 0.565 -0.958 -1.516
C -0.976 2.700 -3.693
C -1.465 3.220 -2.501
C -2.710 2.822 -2.034
C -3.456 1.895 -2.748
C -2.965 1.371 -3.937
C -1.726 1.779 -4.413
H -0.013 3.020 -4.073
H -0.881 3.941 -1.942
H -3.095 3.226 -1.108
H -4.423 1.581 -2.375
H -3.551 0.653 -4.496
H -1.339 1.381 -5.342
F 0.778 -2.852 -6.681
C 1.491 -3.162 -5.603
F 1.292 -4.428 -5.290
F 2.772 -2.945 -5.846
S 0.912 -2.080 -4.205
O 0.199 -2.938 -3.283
O 0.142 -0.989 -4.716
N 2.306 -1.443 -3.487
S 3.124 -2.515 -2.486
O 3.316 -3.800 -3.061
O 2.612 -2.420 -1.123
C 4.754 -1.648 -2.386
F 5.358 -1.686 -3.562
F 5.487 -2.278 -1.481
F 4.567 -0.385 -2.012
C -2.939 -0.914 2.050
C -2.149 0.400 2.060
C -2.805 1.274 0.985
C -2.381 1.074 3.417
Si -0.266 0.050 1.552
C 0.809 1.644 2.021
C 0.116 2.907 1.496
C 1.122 1.866 3.505
C 2.142 1.565 1.261
C 0.381 -1.455 2.670
C -0.036 -1.456 4.146
C 1.915 -1.510 2.626
C -0.084 -2.781 2.046
H -4.011 -0.702 2.155
H -2.660 -1.576 2.868
H -2.805 -1.459 1.110
H -3.884 1.353 1.174
H -2.675 0.841 -0.010
H -2.401 2.284 0.961
H -3.456 1.226 3.581
H -1.908 2.054 3.474
H -2.005 0.473 4.244
H -0.775 3.161 2.069
H -0.177 2.798 0.446
H 0.801 3.762 1.563
H 0.216 1.923 4.108
H 1.668 2.809 3.638
H 1.745 1.073 3.919
H 1.971 1.564 0.176
H 2.728 0.681 1.511
H 2.757 2.447 1.481
H 0.218 -0.518 4.642
H 0.476 -2.265 4.683
H -1.106 -1.619 4.270
H 2.380 -0.698 3.183
H 2.295 -1.477 1.599
H 2.264 -2.451 3.068
H -1.166 -2.889 2.019
H 0.323 -3.627 2.613
H 0.290 -2.891 1.019
*
```

## Properties
energy relative to the best compared isomer or geometry (same formula, charge and spin) = 164.5 kJ/mol
HOMO-LUMO gap = 6.22 eV